(1)
The following is a DFT calculation (ωB97M-V/def2-TZVPD) of a molecular structure, C35H23Cl2I2O2PSSe4Ti.

```
71
Properties=species:S:1:pos:R:3:forces:R:3:lowdin_spin:R:1
Ti 0.27647 -0.36314 -0.48460 -0.073 -0.440 0.348 0.985
Se 2.16823 -1.98323 -0.84795 -0.134 0.109 0.021 -0.025
Se 3.06893 -0.53801 0.74023 -0.029 -0.003 0.059 0.017
Se 3.71566 1.24536 -0.61258 0.027 0.041 -0.027 0.000
Se 1.60471 1.75995 -1.49952 0.066 -0.113 -0.015 -0.010
I 0.46061 2.50673 1.86566 0.000 -0.014 0.130 0.009
C -1.10781 1.76336 3.02093 0.026 0.037 -0.149 0.000
C -0.80085 1.25359 4.24991 0.028 0.005 0.035 0.001
C -1.81752 0.93958 5.17130 0.008 -0.031 0.081 0.000
C -3.11241 1.23534 4.87403 -0.011 0.024 -0.025 0.001
C -3.46096 1.74635 3.60046 0.196 0.000 -0.162 0.000
C -4.80220 2.09549 3.32012 -0.029 -0.002 0.058 0.000
C -5.15344 2.56265 2.09172 -0.037 0.028 -0.035 0.000
C -4.20241 2.55940 1.05395 0.003 -0.068 -0.064 0.000
C -2.89554 2.18193 1.24770 0.050 0.050 0.143 0.000
P -1.92114 1.74421 -0.27945 -0.118 -0.090 -0.186 0.002
C -3.32271 1.10280 -1.30435 0.049 0.019 0.030 0.000
C -4.00601 -0.00733 -0.80080 -0.025 0.034 0.041 0.000
C -5.04412 -0.58488 -1.50886 0.006 -0.005 -0.024 0.000
C -5.40246 -0.08153 -2.75439 0.029 0.014 0.005 0.000
C -4.72490 1.00963 -3.27087 0.011 -0.003 0.029 0.000
C -3.69550 1.60471 -2.54602 0.000 0.018 0.014 0.000
C -1.58693 3.36569 -1.05685 -0.036 0.070 0.026 0.000
C -1.85706 4.57401 -0.42153 0.006 0.026 -0.041 0.000
C -1.54467 5.78039 -1.03625 -0.035 -0.043 0.040 0.000
C -0.96648 5.79250 -2.29612 0.018 -0.009 -0.016 0.000
C -0.68849 4.59339 -2.93694 -0.009 -0.021 0.019 0.000
C -0.98685 3.39006 -2.31681 -0.011 -0.022 0.023 0.000
C -2.46109 1.90842 2.59157 -0.098 -0.042 0.073 0.000
H 0.23621 1.12253 4.52830 -0.006 0.000 0.006 0.000
H -1.55287 0.51629 6.13177 -0.002 0.000 -0.009 0.000
H -3.90134 1.07708 5.59956 0.000 -0.004 -0.001 0.000
H -5.53598 1.99306 4.11186 -0.002 0.002 -0.019 0.000
H -6.17174 2.86482 1.88258 0.007 -0.006 -0.004 0.000
H -4.53959 2.78897 0.05122 -0.014 -0.004 -0.008 0.000
H -3.71640 -0.43108 0.15215 -0.021 -0.007 -0.001 0.000
H -5.55092 -1.45094 -1.10253 -0.001 -0.007 0.010 0.000
H -6.19778 -0.54909 -3.32154 0.001 0.000 -0.001 0.000
H -4.99315 1.40665 -4.24228 0.005 0.008 0.001 0.000
H -3.19576 2.47087 -2.95741 0.011 0.004 -0.012 0.000
H -2.30440 4.57509 0.56423 0.018 0.013 -0.006 0.000
H -1.75144 6.71164 -0.52358 -0.001 -0.003 0.002 0.000
H -0.71975 6.73336 -2.77236 -0.002 -0.004 0.000 0.000
H -0.21356 4.58976 -3.90962 -0.002 -0.005 0.000 0.000
H -0.73699 2.45917 -2.81551 -0.055 0.041 -0.009 0.000
Cl -0.27123 -0.32712 -3.16997 -0.009 0.169 0.005 0.008
C -1.64708 -1.34277 -3.50804 -0.080 -0.093 0.034 0.001
C -2.15806 -1.33093 -4.79178 0.089 0.061 0.017 0.000
C -3.21878 -2.16189 -5.10539 -0.057 -0.051 -0.040 0.002
C -3.73928 -2.99592 -4.12842 0.007 -0.013 0.091 0.000
C -3.21418 -2.98019 -2.84752 0.157 0.101 -0.087 0.001
Cl -3.90926 -4.05699 -1.67531 -0.033 0.023 0.031 0.000
C -2.14417 -2.14091 -2.47125 -0.086 -0.138 -0.074 -0.001
S -1.53280 -2.11238 -0.85168 0.083 0.159 -0.019 0.004
H -1.71796 -0.67804 -5.53396 -0.004 -0.002 0.008 0.000
H -3.63084 -2.16862 -6.10590 0.001 0.004 0.012 0.000
H -4.56095 -3.66485 -4.34646 0.001 0.006 -0.005 0.000
I -5.88120 -4.22485 3.64732 0.058 0.023 -0.008 0.000
C -3.99895 -3.41887 3.19296 -0.053 -0.011 0.020 0.000
C -2.87273 -4.22271 3.28564 0.033 0.000 -0.008 0.000
C -1.63092 -3.68292 2.98112 -0.017 -0.048 0.072 0.000
C -1.52257 -2.36410 2.56646 -0.029 0.087 -0.104 0.000
C -2.66147 -1.57904 2.47576 -0.080 -0.010 -0.014 0.000
C -3.90804 -2.09271 2.80150 0.046 0.025 -0.012 0.000
C -0.17190 -1.80621 2.20341 0.079 0.331 -0.147 0.002
O 0.83287 -2.26508 2.70212 0.059 0.027 -0.074 0.000
O -0.20765 -0.79250 1.36060 0.026 -0.228 -0.046 0.003
H -2.96106 -5.25749 3.58693 -0.003 0.000 0.001 0.000
H -0.73268 -4.28208 3.05362 -0.006 0.000 -0.011 0.000
H -2.56529 -0.55510 2.14426 0.005 -0.012 -0.019 0.000
H -4.79054 -1.46898 2.73755 0.001 -0.010 -0.002 0.000
```
Forces are in eV/Å.

- Expectation value of S²: 0.756
- Total charge: -1
- Multiplicity: 2
- Orbital gap (alpha / beta): 6.4 / 6.4 eV

(2)
The following is a DFT calculation (ωB97M-V/def2-TZVPD) of a molecular structure, C35H24BrClF6INO4PRuS2 in a non-equilibrium geometry.

```
77
Properties=species:S:1:pos:R:3:forces:R:3:lowdin_spin:R:1
Ru 0.51823 -1.23711 -0.00153 0.821 -0.576 0.065 2.392
F 2.39420 1.96207 4.17571 -0.004 0.000 -0.006 0.001
C 1.45618 2.03387 3.24072 -0.033 0.062 -0.041 0.003
F 0.28313 1.69221 3.76535 0.013 -0.009 0.004 0.000
F 1.38424 3.27875 2.78313 -0.005 -0.013 -0.001 0.000
S 1.87868 0.91236 1.84339 -0.084 -0.016 -0.001 0.010
O 0.70351 0.97423 0.97284 -0.012 -0.014 -0.118 0.071
O 3.11731 1.36284 1.29061 0.015 -0.036 0.044 0.002
N 1.86321 -0.46283 2.58525 0.116 -0.007 0.110 0.000
S 2.80785 -1.68909 2.29808 -0.059 0.050 0.015 0.005
O 2.26292 -2.46776 1.18844 -0.147 0.123 0.016 0.037
O 4.21316 -1.45357 2.31149 -0.017 -0.009 -0.005 0.003
C 2.40027 -2.68494 3.79347 -0.012 -0.021 0.010 0.002
F 1.10675 -2.98220 3.81828 0.008 0.007 -0.002 0.000
F 2.71892 -2.01473 4.89411 0.006 0.001 -0.007 0.001
F 3.10719 -3.81033 3.74581 -0.007 0.002 -0.008 0.000
Br 0.53243 -4.35945 -0.77087 -0.057 0.117 0.083 0.062
C -1.05354 -4.56054 0.26332 -0.005 0.034 -0.056 0.001
C -1.61440 -5.80463 0.26205 -0.009 -0.014 0.005 0.005
C -2.76644 -6.05611 1.03045 0.007 0.011 -0.004 -0.001
C -3.30392 -5.05848 1.78697 0.008 -0.001 -0.001 0.003
C -2.72841 -3.76571 1.80255 -0.025 0.002 0.004 0.002
C -3.28778 -2.75722 2.62863 0.014 0.011 -0.005 0.015
C -2.72949 -1.51875 2.68296 -0.017 -0.022 -0.011 0.007
C -1.59895 -1.22878 1.88599 0.001 0.041 -0.028 0.051
C -1.03938 -2.15045 1.02763 0.119 0.070 -0.068 0.072
C -1.58391 -3.47169 1.00890 0.013 -0.050 -0.041 0.012
H -1.16481 -6.59638 -0.32054 -0.003 -0.002 -0.001 0.001
H -3.20616 -7.04443 1.02258 0.002 -0.001 0.000 0.000
H -4.17949 -5.23977 2.39831 0.000 -0.001 0.000 0.000
H -4.15597 -3.00443 3.22743 0.000 0.001 0.000 0.001
H -3.13847 -0.75361 3.33045 -0.002 0.004 -0.007 0.000
H -1.17541 -0.23061 1.96663 0.017 -0.011 0.018 0.007
I -2.68506 1.19762 -0.44037 -0.090 -0.023 0.094 0.094
C -3.63911 2.61064 -1.65997 0.033 0.036 -0.044 0.001
C -5.00193 2.62050 -1.55662 -0.011 -0.035 0.004 0.006
C -5.78775 3.42881 -2.40046 -0.002 -0.015 0.015 -0.002
C -5.18083 4.18522 -3.35225 0.010 0.012 -0.012 0.003
C -3.76958 4.20556 -3.47576 -0.025 0.006 -0.011 -0.001
C -3.18507 5.00900 -4.48270 0.015 0.005 0.000 0.009
C -1.83273 5.07843 -4.61857 -0.013 -0.004 0.010 0.003
C -1.01611 4.37415 -3.71784 -0.012 0.007 -0.009 0.037
C -1.52582 3.58053 -2.71395 0.009 0.035 0.041 0.057
P -0.21032 2.87745 -1.63021 0.107 0.031 -0.211 0.559
C 0.36537 4.39334 -0.84325 -0.192 -0.076 0.095 0.055
C 1.69285 4.43099 -0.40236 0.021 -0.039 0.076 0.059
C 2.18191 5.53886 0.27163 -0.005 -0.019 -0.014 -0.006
C 1.34891 6.61839 0.53007 -0.005 0.015 0.011 0.060
C 0.02176 6.58655 0.11467 0.021 -0.008 0.002 -0.006
C -0.46797 5.48546 -0.56479 0.063 0.058 -0.056 0.052
C 0.07153 -1.18459 -1.89746 -0.627 0.255 -0.035 -0.003
C 2.01827 -0.13798 -4.12884 0.974 -0.504 -0.404 0.370
C 1.22757 -0.69029 -5.05304 -0.018 0.406 0.062 0.034
C -0.15853 -1.12762 -5.10228 -0.126 -0.115 0.098 0.102
C -1.03008 -1.51353 -4.14676 -0.128 0.035 -0.393 -0.027
C -0.89544 -1.62455 -2.72337 0.450 0.227 0.205 0.135
C -2.94715 3.43828 -2.59777 -0.004 -0.019 0.027 0.007
H -5.48575 1.98126 -0.83091 -0.009 0.005 -0.001 0.002
H -6.86451 3.42255 -2.29644 0.001 -0.007 0.002 0.000
H -5.76427 4.79307 -4.03291 0.005 0.001 -0.001 0.000
H -3.84074 5.56782 -5.13935 -0.001 -0.003 -0.002 0.001
H -1.38171 5.68532 -5.39251 -0.001 0.005 0.003 0.000
H 0.05925 4.48177 -3.80339 0.006 -0.009 0.004 0.008
H 2.34328 3.58189 -0.58292 -0.005 -0.006 -0.008 0.004
H 3.21325 5.55606 0.59932 0.003 -0.002 0.003 -0.002
H 1.72955 7.48227 1.05954 0.001 0.000 0.000 0.004
H -0.63157 7.42359 0.32599 -0.001 0.000 -0.001 -0.002
H -1.50192 5.46778 -0.88699 -0.002 0.006 0.002 0.002
H 2.79109 1.03634 -2.78995 0.459 0.199 -0.284 0.347
H 1.71177 -0.70173 -6.02650 0.014 0.043 -0.010 0.000
H -0.53491 -1.19776 -6.11696 -0.013 -0.004 0.009 0.006
H -1.99025 -1.85482 -4.51832 -0.007 0.047 0.009 -0.003
H -1.69050 -2.17984 -2.23159 0.088 -0.040 0.124 0.010
Cl 1.47889 -0.01052 -2.47346 -1.900 -0.405 0.257 0.197
C 2.36345 -0.87986 -1.16007 0.390 0.131 0.608 0.050
H 3.12545 -0.17804 -0.81213 -0.020 -0.010 -0.056 0.011
H 2.80074 -1.77895 -1.58971 -0.110 0.045 -0.175 0.002
```
Forces are in eV/Å.

- Expectation value of S²: 8.851
- Total charge: 0
- Multiplicity: 6
- Orbital gap (alpha / beta): 6.2 / 6.2 eV

(3)
The following is a DFT calculation (ωB97M-V/def2-TZVPD) of a molecular structure, C35H25F5N5O2PdS2Si.

```
76
Properties=species:S:1:pos:R:3:forces:R:3:lowdin_spin:R:1
Pd -0.79018 -0.58250 0.00633 0.342 -0.047 0.179 1.083
N -6.12414 -2.56780 -6.20580 -0.013 0.012 0.000 0.000
C -5.41817 -1.60065 -5.47495 0.001 0.012 0.007 0.000
C -5.61284 -1.47664 -4.09906 -0.001 0.004 -0.003 0.000
C -4.94888 -0.49442 -3.38640 0.023 -0.025 0.017 0.000
C -4.07914 0.36964 -4.03730 -0.015 0.000 0.001 0.000
C -3.88599 0.26145 -5.40419 0.014 -0.026 0.007 0.000
C -4.55621 -0.71653 -6.12106 -0.005 -0.003 -0.009 0.000
S -3.21851 1.59457 -3.08854 0.102 0.067 0.036 0.003
O -4.16507 2.08621 -2.12035 -0.032 -0.005 0.086 0.001
O -2.66095 2.55218 -4.01418 -0.016 -0.016 0.007 0.004
N -2.09231 0.79536 -2.25354 -0.291 0.146 -0.104 0.035
C -1.08408 0.21974 -2.89181 0.143 -0.171 -0.054 0.008
N -0.96802 0.17414 -4.24136 0.073 -0.005 -0.094 0.001
C 0.09556 -0.41633 -4.74526 -0.090 0.066 -0.028 0.001
C 1.09736 -0.99676 -3.97962 0.060 -0.029 0.076 0.001
C 0.89309 -0.96040 -2.61351 0.020 0.008 -0.005 0.011
N -0.16596 -0.38000 -2.06876 -0.104 -0.002 -0.049 0.046
H -6.40237 -3.36849 -5.66068 0.003 -0.008 0.005 0.000
H -5.66759 -2.84896 -7.05896 0.009 -0.005 -0.007 0.000
H -6.29092 -2.15304 -3.59037 0.003 0.006 -0.005 0.000
H -5.09778 -0.38944 -2.31875 -0.002 0.000 -0.023 0.000
H -3.20012 0.94315 -5.88695 0.004 0.000 -0.002 0.000
H -4.40943 -0.80218 -7.19250 -0.002 0.005 0.006 0.000
H 0.15602 -0.43563 -5.83117 -0.013 0.001 -0.003 0.000
H 1.96419 -1.46698 -4.41836 0.000 -0.003 0.012 0.000
H 1.59182 -1.40312 -1.91399 0.005 -0.015 -0.017 0.002
S 3.35532 1.12911 1.74780 -0.016 0.028 -0.081 0.007
C 2.20966 0.80588 0.48687 -0.028 -0.008 0.052 0.013
N 1.81629 -0.41462 0.36973 -0.235 0.012 0.226 0.043
C 2.42607 -1.21645 1.32965 0.039 -0.041 -0.103 0.004
C 2.19126 -2.58011 1.49833 0.014 -0.022 0.000 0.003
C 2.85813 -3.24641 2.50510 -0.023 0.003 -0.039 0.000
C 3.75146 -2.57035 3.34472 0.008 0.023 0.031 0.000
C 3.99078 -1.21947 3.19051 0.002 -0.011 0.043 0.000
C 3.31676 -0.54796 2.17451 0.013 -0.011 -0.053 0.001
H 1.83110 1.61374 -0.12498 0.017 0.000 -0.036 0.000
H 1.47161 -3.07663 0.86146 -0.002 -0.010 -0.010 0.003
H 2.67921 -4.30263 2.65843 -0.009 0.003 0.003 0.000
H 4.25132 -3.11130 4.13782 0.006 -0.002 -0.005 0.000
H 4.66857 -0.69652 3.85240 0.000 0.000 -0.010 0.000
C 1.00284 4.84179 0.26607 -0.020 -0.027 0.018 0.029
C 1.15292 4.05152 1.39966 0.013 0.020 -0.030 -0.002
C 0.25113 3.02871 1.66133 -0.059 0.008 -0.053 0.026
C -0.83801 2.78189 0.81279 -0.042 0.114 0.170 0.049
C -0.98072 3.60306 -0.31445 0.015 -0.084 -0.043 0.029
C -0.06655 4.60864 -0.59161 0.017 0.032 0.009 -0.001
Si -2.01142 1.33697 1.06414 0.124 0.005 0.038 0.282
C -2.49955 1.08565 2.87136 -0.023 0.008 -0.019 0.038
C -3.40846 0.04864 3.11924 -0.018 -0.006 -0.028 0.016
C -3.80343 -0.28505 4.40366 0.011 0.013 0.034 -0.001
C -3.29260 0.41873 5.48886 -0.032 -0.043 -0.002 0.015
C -2.40609 1.46046 5.26871 0.051 0.031 -0.021 -0.001
C -2.01697 1.78943 3.97436 0.016 0.031 -0.001 0.015
H 1.71101 5.63442 0.05496 -0.005 -0.009 -0.002 0.002
H 1.98167 4.22377 2.07801 -0.002 0.007 -0.007 -0.001
H 0.41207 2.39676 2.52717 0.002 -0.004 -0.009 0.001
H -1.81100 3.43906 -0.99213 -0.003 -0.020 -0.004 0.001
H -0.19521 5.21323 -1.48145 0.008 0.007 0.013 -0.001
H -3.28662 1.61074 0.37094 -0.003 -0.010 -0.096 0.038
H -3.79720 -0.52597 2.28286 -0.009 0.021 0.016 0.002
H -4.49794 -1.10171 4.56215 0.001 0.000 0.000 0.000
H -3.58188 0.15138 6.49807 -0.004 0.004 -0.005 0.001
H -2.00651 2.01694 6.10881 -0.001 -0.002 -0.012 0.000
H -1.32391 2.61070 3.82860 -0.035 -0.031 0.021 0.001
F -2.36617 -3.31693 0.94564 -0.033 -0.022 -0.076 0.013
C -1.72719 -2.77515 2.01329 -0.007 0.032 0.100 0.031
C -0.98105 -1.62857 1.86117 0.086 0.005 -0.117 0.106
C -0.37795 -1.17631 3.01736 -0.016 0.028 0.003 0.018
F 0.39059 -0.05401 2.98544 -0.016 0.001 0.024 0.007
C -0.51209 -1.77731 4.25331 -0.005 -0.088 -0.010 0.001
F 0.09432 -1.29291 5.34845 0.007 0.022 0.002 0.001
C -1.28700 -2.91894 4.35431 0.016 0.027 -0.040 0.006
F -1.45152 -3.52443 5.53993 0.006 -0.030 0.057 0.002
C -1.89597 -3.42869 3.22261 -0.014 0.094 0.017 0.004
F -2.65147 -4.53557 3.32650 -0.028 -0.069 -0.004 0.002
```
Forces are in eV/Å.

- Expectation value of S²: 2.008
- Total charge: -1
- Multiplicity: 3
- Orbital gap (alpha / beta): 5.5 / 7.1 eV

Going through the records in order, we get relative energy (zero: lowest compared OMol25 entry of this formula, charge and spin) values of 0.000 11.578 0.444 eV.